Computed, not measured: an isolated molecule of CH4INP2, with the ωB97M-V functional and the def2-TZVPD basis.

Last column: natural (NBO) charge in e.
Cartesian coordinates (Å):
H: -0.820 2.608 1.518  -0.106
P: -0.568 2.572 0.199  0.874
N: -0.001 1.120 0.298  -1.227
P: 0.581 0.157 -0.964  0.875
C: -0.396 -1.276 -0.442  -0.984
I: 2.642 -0.367 0.225  -0.159
H: 0.102 -2.021 -0.960  0.233
H: -1.475 -1.204 -0.387  0.251
H: -0.065 -1.587 0.511  0.243

Values from the calculation:
SMILES = [H]/P=N/P(C)I

---

Computed, not measured: a cluster of 2 separate species, C3H9NO2S2 in total, with the ωB97M-V functional and the def2-TZVPD basis.

Last column: natural (NBO) charge in e.
Cartesian coordinates (Å):
O: 1.777 3.656 1.545  -0.583
C: 0.837 2.923 1.438  0.529
N: 0.506 2.253 0.289  -0.619
C: -0.293 1.037 0.349  -0.232
C: 0.506 -0.138 0.890  -0.589
S: -0.034 -1.762 0.500  0.111
S: -2.021 -2.005 0.617  -0.114
H: 0.117 2.747 2.252  0.102
H: 1.227 2.272 -0.436  0.394
H: -1.151 1.244 0.987  0.213
H: -0.706 0.803 -0.630  0.208
H: 0.670 0.048 1.962  0.216
H: 1.532 -0.165 0.507  0.237
H: -2.394 -1.401 -0.548  0.126
O: -0.573 -3.776 -3.152  -0.937
H: -0.204 -4.349 -3.837  0.467
H: 0.201 -3.387 -2.733  0.469

Values from the calculation:
SMILES = O=CNCCSS.O

---

The following gap between HOMO and LUMO values (in eV) correspond, in order, to the records above: 7.55 9.72.